ORCA calculation (ωB97M-V/def2-TZVPD) on one molecule with the formula CH2N2O2.

Output
Energy relative to the best compared isomer or geometry (same formula, charge and spin) = 7.245 eV
HOMO level (alpha / beta) = -10.22 / -10.05 eV
Gap between HOMO and LUMO (alpha / beta) = 9.073 / 8.417 eV
Net charge = 0
DFT total energy = -8138.125 eV

Atoms and positions in Å:
C  -1.907  -0.194  0.029
N  0.803  0.721  -0.208
N  -1.447  1.211  -0.071
O  -3.090  -0.385  -0.027
O  -0.208  1.463  0.104
H  1.646  1.129  0.083
H  -1.348  -1.206  0.170

Results of the natural (NBO) charge analysis, in e, for atoms 1 through 4: atom 1 (C): 0.41, atom 2 (N): -0.26, atom 3 (N): -0.10, atom 4 (O): -0.49

=====

ORCA calculation (ωB97M-V/def2-TZVPD) on one molecule with the formula CH2N2O2S.

Output
Energy relative to the best compared isomer or geometry (same formula, charge and spin) = 5.840 eV
SMILES = O=C=NNOS
HOMO level = -9.56 eV
Gap between HOMO and LUMO = 9.896 eV
Net charge = 0
DFT total energy = -18975.489 eV

Atoms and positions in Å:
O  -2.784  0.991  0.319
C  -1.920  0.204  0.217
N  -1.180  -0.735  0.076
N  0.032  -1.242  0.321
O  0.963  -0.248  0.871
S  1.179  1.222  0.116
H  0.423  -1.744  -0.609
H  -0.197  1.572  0.160

Results of the natural (NBO) charge analysis, in e, for atoms 1 through 4: atom 1 (O): -0.50, atom 2 (C): 0.81, atom 3 (N): -0.40, atom 4 (N): -0.14

=====

ORCA calculation (ωB97M-V/def2-TZVPD) on one molecule with the formula CH2N2O2S.

Output
Energy relative to the best compared isomer or geometry (same formula, charge and spin) = 4.686 eV
HOMO level (alpha / beta) = -9.72 / -9.72 eV
Gap between HOMO and LUMO (alpha / beta) = 9.596 / 9.594 eV
Net charge = 0
DFT total energy = -18976.642 eV

Atoms and positions in Å:
C  0.757  -0.308  0.104
N  -0.126  -1.130  -0.550
N  -1.147  -0.937  -1.063
O  -0.757  1.239  1.637
O  -1.134  0.945  -0.890
S  -0.239  1.299  0.307
H  1.050  -0.881  1.022
H  1.597  -0.227  -0.567

Results of the natural (NBO) charge analysis, in e, for atoms 1 through 4: atom 1 (C): -0.52, atom 2 (N): -0.04, atom 3 (N): 0.24, atom 4 (O): -0.95

=====

> The highest DFT total energy belongs to which entry?

CH2N2O2

=====

> Which value of energy relative to the best compared isomer or geometry (same formula, charge and spin) does entry 2 give?

5.840 eV

=====

> Which value of energy relative to the best compared isomer or geometry (same formula, charge and spin) does entry 2 give?

5.840 eV